This record from OMol25 describes a cluster of 2 separate species, CCl4OS in total. The level of theory is ωB97M-V/def2-TZVPD.

Computed properties:
Maximum force, Eh/bohr: 0.0324
HOMO-LUMO gap, eV: 8.284
Total charge: 0
Electronic energy, eV: -64006.0336

Atoms and positions in Å:
C (-2.4415, 0.8604, 0.5127)
O (2.5232, -0.3432, -1.8034)
S (2.6410, -0.1589, -0.3967)
Cl (-3.0508, 0.8887, -1.0414)
Cl (-3.5173, 0.5842, 1.7890)
Cl (2.9967, -2.0857, 0.4899)
Cl (0.8488, 0.2545, 0.4498)



This record from OMol25 describes a cluster of 2 separate species, C3H9N4 in total. The level of theory is ωB97M-V/def2-TZVPD.

Computed properties:
Maximum force, Eh/bohr: 0.1049
HOMO-LUMO gap, eV: 12.304
Total charge: +1
Electronic energy, eV: -9211.6215

Atoms and positions in Å:
C (0.1541, -0.5504, 0.0737)
C (0.7766, -1.6161, -0.7275)
C (-0.5634, 1.7750, 0.2889)
N (-4.3453, -0.0851, -0.5823)
N (-3.4354, -0.0738, 0.0556)
N (0.1140, 0.6644, -0.3224)
N (-0.2745, -0.9244, 1.2771)
H (0.4488, -2.5062, -0.0837)
H (1.7727, -1.4103, -0.7171)
H (0.2310, -1.7217, -1.7778)
H (-0.0693, 2.7529, 0.2486)
H (-1.5227, 2.0559, -0.1118)
H (-0.6811, 1.4830, 1.3251)
H (0.4217, 0.7875, -1.3243)
H (-0.0612, -1.8428, 1.6017)
H (-0.7728, -0.1998, 1.8572)



This record from OMol25 describes a cluster of 2 separate species, CH4O2 in total. The level of theory is ωB97M-V/def2-TZVPD.

Computed properties:
Maximum force, Eh/bohr: 0.0559
SMILES: C=O.O
HOMO-LUMO gap, eV: 11.027
Total charge: 0
Electronic energy, eV: -5195.7797

Atoms and positions in Å:
C (0.2346, 0.1788, 1.6694)
H (1.3164, 0.0618, 1.6803)
H (-0.2797, 0.6155, 2.5111)
H (-0.5031, -1.0159, -2.4925)
H (-0.1720, 0.0633, -1.5000)
O (-0.3666, 0.1620, 0.6076)
O (-0.2296, -0.0654, -2.4759)



This record from OMol25 describes a cluster of 2 separate species, C7H5BNO10Si in total. The level of theory is ωB97M-V/def2-TZVPD.

Computed properties:
Maximum force, Eh/bohr: 0.1362
HOMO-LUMO gap, eV: 9.160
Total charge: -1
Electronic energy, eV: -37860.4469

Atoms and positions in Å:
C (3.6891, 2.9097, -0.2197)
C (2.6605, 3.6074, -0.6812)
Si (1.1577, 4.4467, -1.5767)
C (-0.4902, 4.0157, -0.6195)
O (-0.2222, 2.7375, 0.0563)
N (-1.0741, 1.7601, -0.3558)
O (-0.8412, 1.4156, -1.4836)
H (4.5577, 2.1430, -0.1918)
H (1.0442, 3.8600, -2.9265)
H (1.3149, 5.8959, -1.6601)
H (-0.6102, 4.8548, 0.1636)
H (-1.4020, 3.9564, -1.3386)
B (-0.7530, -3.1994, 0.8339)
O (-0.4066, -4.6123, 1.0568)
C (-1.2444, -5.0794, 1.9854)
O (-1.2331, -6.2149, 2.4033)
C (-2.1566, -4.0173, 2.4033)
O (-3.0354, -4.1162, 3.2290)
O (-1.8793, -2.8973, 1.7314)
O (0.3961, -2.3249, 1.1180)
C (0.6653, -1.6541, -0.0047)
O (1.5582, -0.8453, -0.1173)
C (-0.2747, -2.0499, -1.0508)
O (-0.2991, -1.6276, -2.1840)
O (-1.1218, -2.9640, -0.5710)



This record from OMol25 describes the ion C5H10N3O with charge +1. The level of theory is ωB97M-V/def2-TZVPD.

Computed properties:
Maximum force, Eh/bohr: 0.0920
SMILES: CCc1[nH+]cnn1CO
HOMO-LUMO gap, eV: 11.685
Total charge: +1
Electronic energy, eV: -11857.1131

Atoms and positions in Å:
C (2.1246, -1.8321, -0.2111)
C (0.5011, -0.3204, -0.1540)
C (-1.8154, -0.7639, 0.0449)
C (-0.8024, 0.3680, -0.1213)
C (1.6331, 1.4871, 0.5527)
N (2.6339, -0.7355, 0.1594)
N (1.6823, 0.1962, 0.0577)
N (0.7870, -1.6766, -0.4059)
O (0.9287, 2.3045, -0.3149)
H (2.6504, -2.6933, -0.5280)
H (-1.4659, -1.3486, 0.8477)
H (-1.9385, -1.4190, -0.8326)
H (-2.7945, -0.3585, 0.3424)
H (-0.7926, 1.0089, 0.7349)
H (-1.1031, 0.9590, -0.9090)
H (2.6823, 1.8174, 0.8077)
H (1.0692, 1.4590, 1.5119)
H (0.2652, -2.5795, -0.5404)
H (1.6161, 2.6824, -0.9136)



This record from OMol25 describes a cluster of 9 separate species, C6H26O8 in total. The level of theory is ωB97M-V/def2-TZVPD.

Computed properties:
Maximum force, Eh/bohr: 0.0830
SMILES: C=C(C)/C=C/C.O.O.O.O.O.O.O.O
HOMO-LUMO gap, eV: 9.294
Total charge: 0
Electronic energy, eV: -23021.6402

Atoms and positions in Å:
C (-0.1138, 0.6088, -2.5431)
C (-0.7046, 1.3675, -1.4222)
C (-0.2385, 2.4772, -0.8611)
C (-3.7779, -0.7446, -0.4846)
C (-2.5603, -0.2684, -1.3576)
C (-2.0162, 0.8607, -0.9178)
H (0.8412, 1.0122, -2.8997)
H (0.0223, -0.4451, -2.1841)
H (-0.8338, 0.5975, -3.3763)
H (0.7883, 2.8115, -0.9969)
H (-0.7638, 2.8837, 0.0130)
H (-3.3470, -1.6801, -0.0453)
H (-4.5386, -1.1988, -1.0997)
H (-4.1041, 0.0458, 0.1791)
H (-2.4596, -0.8876, -2.2209)
H (-2.5466, 1.5664, -0.3091)
H (0.9281, 2.9158, 2.6084)
H (-0.5070, 2.6884, 1.7860)
O (-0.0237, 2.7684, 2.6086)
H (0.2683, 0.3797, 1.0048)
H (0.8061, 1.0084, 2.4041)
O (0.9836, 0.4621, 1.6359)
H (3.5038, -0.6368, 0.6597)
H (2.9150, -0.8895, 1.9343)
O (3.8114, -0.8168, 1.5596)
H (0.4913, -4.3509, -1.5542)
H (-0.4763, -3.8342, -2.6757)
O (0.1811, -3.5706, -2.0202)
H (-0.8852, -1.6867, 1.1135)
H (-1.3597, -2.6599, -0.0864)
O (-0.8313, -2.5571, 0.7056)
H (3.2396, 0.8486, -0.9223)
H (3.4690, 2.0232, -0.0471)
O (3.3515, 1.8100, -0.9816)
H (-1.3873, 0.3395, 3.9889)
H (-1.6150, 1.3721, 2.8200)
O (-1.5576, 0.4452, 3.0511)
H (1.4319, -1.0911, -1.3102)
H (1.1123, -2.2252, -0.3190)
O (1.8490, -1.6533, -0.6255)



This record from OMol25 describes the molecule C5H9N. The level of theory is ωB97M-V/def2-TZVPD.

Computed properties:
Maximum force, Eh/bohr: 0.1031
SMILES: C=C/C=C/CN
HOMO-LUMO gap, eV: 9.663
Total charge: 0
Electronic energy, eV: -6818.2026

Atoms and positions in Å:
N (1.0796, 2.2007, -0.2627)
C (-0.2756, 1.7963, 0.0892)
C (0.2199, -2.4300, 0.7924)
C (-0.3882, -1.8673, -0.2661)
C (-0.4188, -0.5057, -0.6592)
C (-0.3681, 0.3386, 0.3982)
H (1.4018, 1.6133, -0.9349)
H (0.8652, 2.9833, -0.9671)
H (-1.0307, 2.0848, -0.7247)
H (-0.6315, 2.2354, 1.0779)
H (0.1391, -3.5486, 0.9306)
H (0.8894, -1.8729, 1.4898)
H (-1.2082, -2.4514, -0.7159)
H (-0.2338, -0.3001, -1.7518)
H (-0.3628, -0.1400, 1.3078)



This record from OMol25 describes the molecule C2H5NO. The level of theory is ωB97M-V/def2-TZVPD.

Computed properties:
Maximum force, Eh/bohr: 0.1344
SMILES: CNC=O
HOMO-LUMO gap, eV: 10.202
Total charge: 0
Electronic energy, eV: -5690.6469

Atoms and positions in Å:
C (1.0820, 0.2695, -1.5207)
C (-0.3946, 0.3916, 0.7109)
N (-0.2646, -0.2582, -0.5406)
O (1.8390, 1.0403, -1.0891)
H (1.0446, -0.3559, -2.4815)
H (-1.2951, 1.0745, 0.6077)
H (-0.4526, -0.4560, 1.4208)
H (0.5454, 1.0691, 0.7433)
H (-0.8915, -0.1856, -1.3426)



This record from OMol25 describes the molecule C5H7NO. The level of theory is ωB97M-V/def2-TZVPD.

Computed properties:
Maximum force, Eh/bohr: 0.0832
SMILES: Cc1cocc1N
HOMO-LUMO gap, eV: 8.988
Total charge: 0
Electronic energy, eV: -8834.9368

Atoms and positions in Å:
C (1.1423, 1.4882, 0.3390)
C (0.3383, 0.2649, 0.5422)
C (-0.0251, -0.4986, 1.6167)
C (-1.0540, -1.5664, 0.0408)
C (-0.3652, -0.5542, -0.5316)
H (2.1334, 1.1720, 0.0065)
H (0.8124, 2.1097, -0.5228)
H (1.2104, 2.0777, 1.2054)
H (0.2151, -0.4474, 2.6770)
H (-1.6832, -2.3373, -0.4150)
H (-0.6046, 0.7952, -2.0569)
H (-0.9474, -0.7900, -2.3852)
N (-0.3622, -0.1720, -1.8766)
O (-0.8100, -1.5420, 1.3607)



This record from OMol25 describes a structure of composition C6H19F2N2O5PSi2. The level of theory is ωB97M-V/def2-TZVPD.

Computed properties:
Maximum force, Eh/bohr: 0.0349
HOMO-LUMO gap, eV: 8.985
Total charge: 0
Electronic energy, eV: -50232.9751

Atoms and positions in Å:
O (-3.2939, 2.2210, 3.1744)
P (-2.3807, 2.3703, 4.5698)
O (-3.3743, 2.1488, 5.8841)
Si (-1.0798, 0.5355, 4.4498)
F (-0.4677, 0.3822, 5.9229)
O (-1.9856, -0.8420, 4.1302)
Si (-1.7310, -1.5543, 2.6359)
F (-0.2100, -1.3990, 2.1008)
H (-3.7725, 1.3780, 3.2537)
H (-3.7865, 1.2718, 5.8268)
H (-0.0204, 0.7582, 3.4559)
H (-1.9747, -2.9948, 2.7923)
H (-2.7335, -1.0102, 1.7102)
C (0.5509, -3.2890, -1.9146)
O (-0.4898, -2.7260, -1.6377)
N (1.7778, -2.8720, -1.5512)
C (2.9755, -3.5987, -1.9210)
C (1.9048, -1.6543, -0.7632)
H (0.5705, -4.2204, -2.5070)
H (3.5082, -3.9109, -1.0203)
H (3.6265, -2.9548, -2.5165)
H (2.7208, -4.4809, -2.5049)
H (1.3568, -1.7696, 0.1713)
H (1.4721, -0.8215, -1.3198)
H (2.9506, -1.4468, -0.5508)
C (0.9287, 2.7581, -1.3022)
O (0.3903, 2.4678, -0.2547)
N (0.3981, 2.5687, -2.5263)
C (1.1025, 2.9373, -3.7375)
C (-0.9255, 1.9738, -2.6281)
H (1.9346, 3.2135, -1.3318)
H (0.5171, 3.6726, -4.2936)
H (1.2498, 2.0523, -4.3604)
H (2.0732, 3.3666, -3.4974)
H (-1.6482, 2.5966, -2.0998)
H (-0.9208, 0.9853, -2.1666)
H (-1.2138, 1.8866, -3.6727)



This record from OMol25 describes a structure of composition C29H37N2RhS3Si. The level of theory is ωB97M-V/def2-TZVPD.

Computed properties:
Maximum force, Eh/bohr: 0.0171
HOMO-LUMO gap, eV: 7.868
Total charge: 0
Electronic energy, eV: -77044.7868

Atoms and positions in Å:
Rh (0.5398, -0.2054, 0.0432)
C (2.1767, -3.3721, 0.8161)
C (2.8978, -2.3271, 0.0288)
C (4.2476, -2.3983, -0.2539)
C (4.8668, -1.3580, -0.9582)
C (4.1422, -0.2768, -1.4000)
C (2.7562, -0.2886, -1.1535)
N (2.1843, -1.2949, -0.4421)
N (1.8550, 0.6766, -1.4364)
Si (1.8765, 2.0272, -2.4964)
C (0.1521, 2.1331, -3.2401)
C (3.0813, 1.8217, -3.9255)
C (2.2976, 3.6017, -1.5672)
H (2.8381, -4.2095, 1.0294)
H (1.3007, -3.7197, 0.2696)
H (1.8159, -2.9527, 1.7572)
H (4.8169, -3.2486, 0.0923)
H (5.9348, -1.4048, -1.1335)
H (4.5938, 0.5657, -1.8996)
H (-0.6142, 1.8037, -2.5321)
H (0.0915, 1.4556, -4.0955)
H (-0.1021, 3.1359, -3.5924)
H (3.0505, 0.8030, -4.3189)
H (4.1140, 2.0499, -3.6552)
H (2.8014, 2.4985, -4.7370)
H (1.6080, 3.7709, -0.7367)
H (2.2676, 4.4768, -2.2213)
H (3.3032, 3.5335, -1.1449)
C (-2.9543, 2.6349, -0.5270)
C (-1.4908, 3.0226, -0.3354)
S (-0.4270, 2.0436, 0.7461)
C (-1.1298, 2.3444, 2.3934)
C (-2.5072, 1.8072, 2.7860)
S (-2.6107, 0.0170, 2.6054)
C (-4.1466, -0.3026, 1.7036)
C (-4.5372, 0.6008, 0.5431)
S (-3.2829, 0.8634, -0.7478)
H (-3.3268, 3.1781, -1.3973)
H (-3.5420, 2.9740, 0.3219)
H (-1.4422, 4.0510, 0.0316)
H (-0.9613, 3.0110, -1.2896)
H (-1.1398, 3.4337, 2.4904)
H (-0.3663, 1.9696, 3.0773)
H (-3.3012, 2.2960, 2.2279)
H (-2.6565, 2.0740, 3.8346)
H (-4.9910, -0.3454, 2.3952)
H (-3.9782, -1.3140, 1.3364)
H (-4.8546, 1.5824, 0.8949)
H (-5.4104, 0.1564, 0.0631)
C (-0.6448, -1.6983, 0.4765)
C (-1.4790, -2.5602, 0.6468)
C (-2.4960, -3.5570, 0.8087)
C (-3.1506, -4.1049, -0.2994)
C (-4.1512, -5.0484, -0.1310)
C (-4.5180, -5.4647, 1.1420)
C (-3.8763, -4.9267, 2.2490)
C (-2.8755, -3.9816, 2.0865)
H (-2.8625, -3.7777, -1.2900)
H (-4.6476, -5.4627, -0.9996)
H (-5.2986, -6.2034, 1.2700)
H (-4.1567, -5.2441, 3.2456)
H (-2.3796, -3.5541, 2.9490)
C (2.2786, 0.3015, 4.4460)
C (2.7598, 1.0099, 3.3543)
C (2.2230, 0.7912, 2.0904)
C (1.1966, -0.1287, 1.9048)
C (0.7317, -0.8534, 2.9963)
C (1.2697, -0.6349, 4.2594)
H (2.6918, 0.4720, 5.4319)
H (3.5542, 1.7352, 3.4804)
H (2.6017, 1.3556, 1.2441)
H (-0.0582, -1.5777, 2.8593)
H (0.8930, -1.2005, 5.1030)



This record from OMol25 describes a cluster of 7 separate species, C18H40Cl10O4 in total. The level of theory is ωB97M-V/def2-TZVPD.

Computed properties:
Maximum force, Eh/bohr: 0.0661
SMILES: COCCOC.COCCOC.ClCCCl.ClCCCl.ClCCCl.ClCCCl.ClCCCl
HOMO-LUMO gap, eV: 9.834
Total charge: 0
Electronic energy, eV: -152725.4211

Atoms and positions in Å:
C (0.3799, 2.5803, -1.1994)
O (0.4329, 1.5834, -2.2056)
C (1.2252, 0.4609, -1.8743)
C (0.7200, -0.3618, -0.7133)
O (0.9467, 0.3103, 0.5012)
C (0.3179, -0.3210, 1.5811)
H (0.0604, 3.5143, -1.6561)
H (1.3603, 2.7101, -0.7239)
H (-0.3321, 2.2908, -0.4267)
H (2.2465, 0.7881, -1.6265)
H (1.2079, -0.1618, -2.7682)
H (1.2928, -1.3077, -0.7183)
H (-0.3324, -0.6431, -0.8652)
H (0.6893, 0.1018, 2.5140)
H (0.4985, -1.4033, 1.5882)
H (-0.7782, -0.2123, 1.5603)
C (0.8251, -3.1473, -2.9893)
O (-0.3478, -2.4349, -2.7568)
C (-0.3930, -1.2364, -3.4853)
C (-1.5864, -0.4143, -3.0656)
O (-2.7572, -0.8862, -3.6731)
C (-3.8879, -0.2379, -3.1436)
H (1.0145, -3.2947, -4.0624)
H (0.7230, -4.1133, -2.4993)
H (1.7118, -2.6217, -2.5866)
H (-0.4720, -1.4614, -4.5622)
H (0.5280, -0.6511, -3.3473)
H (-1.3826, 0.6355, -3.3394)
H (-1.6625, -0.4272, -1.9671)
H (-4.7437, -0.5215, -3.7522)
H (-3.7738, 0.8531, -3.1707)
H (-4.0484, -0.5283, -2.0990)
Cl (1.1537, -3.4237, 3.3749)
C (0.4818, -2.8125, 4.8867)
C (1.5249, -2.2069, 5.7954)
Cl (2.6960, -3.4316, 6.3736)
H (-0.0469, -3.6050, 5.4133)
H (-0.2648, -2.0567, 4.6383)
H (1.0558, -1.7484, 6.6642)
H (2.0997, -1.4241, 5.3050)
Cl (-1.1856, -3.7296, 0.1881)
C (0.4318, -4.1263, -0.4388)
C (0.5896, -5.5881, -0.7196)
Cl (0.3349, -6.5959, 0.7308)
H (1.1751, -3.7876, 0.2767)
H (0.5130, -3.5898, -1.3839)
H (1.6061, -5.7903, -1.0529)
H (-0.1020, -5.9352, -1.4821)
Cl (-2.6099, 4.2361, -0.2830)
C (-3.5251, 3.3742, 0.9905)
C (-2.8172, 2.1243, 1.4234)
Cl (-2.6977, 0.9360, 0.1225)
H (-4.5034, 3.1501, 0.5746)
H (-3.6306, 4.0630, 1.8251)
H (-3.3231, 1.6816, 2.2814)
H (-1.8044, 2.3414, 1.7563)
Cl (-2.0990, 3.3077, 4.4277)
C (-0.6030, 3.5659, 5.3470)
C (0.4127, 2.4950, 5.0071)
Cl (-0.1447, 0.8786, 5.4959)
H (-0.8537, 3.5854, 6.4060)
H (-0.2303, 4.5608, 5.1067)
H (1.3621, 2.6991, 5.4982)
H (0.5924, 2.5037, 3.9323)
Cl (2.7595, 3.9563, -5.7505)
C (2.4403, 3.0058, -4.2682)
C (3.5545, 3.1491, -3.2754)
Cl (5.1391, 2.6506, -3.9119)
H (2.2849, 1.9726, -4.5555)
H (1.5528, 3.4439, -3.8235)
H (3.3486, 2.5413, -2.3982)
H (3.6492, 4.1877, -2.9660)



Number 4 is which compound? C7H5BNO10Si